Record 1
DFT (ωB97M-V/def2-TZVPD) results for a single C3H8N2O molecule.

Calculated values
Orbital gap in eV: 9.971
SMILES: CC(=O)NCN
2S+1: 1
LUMO level in eV: 0.83
ΔE to the lowest compared entry with this formula, charge and spin in kcal/mol: 18.38
Energy in eV: -8268.529
Maximum force in eV/A: 0.8

Atoms and positions in Å:
C -1.165 1.658 0.989
C -0.549 0.274 0.749
O -1.044 -0.728 1.210
N 0.587 0.269 -0.007
C 1.210 -0.951 -0.501
N 0.248 -1.841 -1.145
H -0.616 2.420 0.448
H -1.172 1.813 2.071
H -2.187 1.642 0.614
H 1.020 1.155 -0.199
H 1.692 -1.459 0.334
H 1.936 -0.626 -1.247
H -0.609 -1.350 -1.353
H 0.648 -2.275 -1.961

Record 2
DFT (ωB97M-V/def2-TZVPD) results for 4 unconnected molecules or ions with the total composition C3H13NO3 at a distorted geometry.

Calculated values
Orbital gap in eV: 9.830
SMILES: C=CCN.O.O.O
2S+1: 1
LUMO level in eV: 0.41
ΔE to the lowest compared entry with this formula, charge and spin in kcal/mol: 64.01
Energy in eV: -10951.996
Maximum force in eV/A: 4.0

Atoms and positions in Å:
C 1.574 0.512 -2.510
C 1.112 0.153 -1.300
C 2.249 -0.076 -0.156
N 2.703 -1.414 -0.209
H 0.967 0.838 -3.352
H 2.473 1.168 -2.436
H -0.016 -0.007 -1.211
H 1.851 0.278 0.824
H 3.066 0.605 -0.542
H 2.042 -2.010 0.226
H 3.598 -1.660 0.240
O -2.745 2.688 4.026
H -3.314 3.270 4.422
H -1.867 3.112 3.991
O -4.246 -0.362 -0.739
H -4.092 -0.817 0.136
H -4.315 0.599 -0.523
O -0.516 -2.442 -0.643
H -0.940 -2.058 0.135
H 0.416 -2.374 -0.380

Record 3
DFT (ωB97M-V/def2-TZVPD) results for a single C2H5NO2 molecule at a distorted geometry.

Calculated values
Orbital gap in eV: 10.042
SMILES: CN(O)C=O
2S+1: 1
LUMO level in eV: 0.81
ΔE to the lowest compared entry with this formula, charge and spin in kcal/mol: 59.47
Energy in eV: -7738.173
Maximum force in eV/A: 2.6

Atoms and positions in Å:
C 1.136 0.142 0.532
N -0.077 0.024 -0.257
O 0.090 -0.946 -1.213
C -1.342 0.410 -0.002
O -2.297 -0.210 -0.526
H 1.993 0.574 -0.117
H 1.443 -0.828 0.945
H 1.110 0.781 1.411
H -0.761 -1.139 -1.560
H -1.296 1.192 0.787

Record 4
DFT (ωB97M-V/def2-TZVPD) results for 8 unconnected molecules or ions with the total composition C72H152N8O8 at a distorted geometry.

Calculated values
Orbital gap in eV: 8.442
SMILES: CC1(C)CCCC(C)(C)N1O.CC1(C)CCCC(C)(C)N1O.CC1(C)CCCC(C)(C)N1O.CC1(C)CCCC(C)(C)N1O.CC1(C)CCCC(C)(C)N1O.CC1(C)CCCC(C)(C)N1O.CC1(C)CCCC(C)(C)N1O.CC1(C)CCCC(C)(C)N1O
2S+1: 1
LUMO level in eV: 0.43
ΔE to the lowest compared entry with this formula, charge and spin in kcal/mol: 29.41
Energy in eV: -105421.051
Maximum force in eV/A: 1.9

Atoms and positions in Å:
C -3.472 -6.725 -3.705
C -4.545 -6.887 -2.608
C -5.675 -7.750 -3.165
C -3.943 -7.615 -1.389
C -3.043 -6.665 -0.627
C -3.699 -5.391 -0.128
C -4.474 -4.686 -1.261
C -5.579 -3.782 -0.683
C -3.485 -3.795 -2.020
N -5.181 -5.641 -2.154
O -5.701 -4.960 -3.282
H -2.511 -7.185 -3.450
H -3.664 -7.144 -4.696
H -3.235 -5.676 -3.888
H -6.470 -7.890 -2.430
H -6.078 -7.352 -4.097
H -5.337 -8.748 -3.468
H -4.760 -8.062 -0.817
H -3.366 -8.470 -1.744
H -2.696 -7.256 0.231
H -2.148 -6.418 -1.200
H -2.901 -4.735 0.214
H -4.412 -5.573 0.681
H -5.202 -3.320 0.235
H -6.477 -4.345 -0.435
H -5.801 -2.977 -1.385
H -2.662 -4.388 -2.422
H -3.102 -2.875 -1.575
H -4.005 -3.431 -2.915
H -6.631 -4.847 -3.059
C 1.497 -5.909 -3.151
C 2.850 -6.097 -2.451
C 3.903 -6.565 -3.454
C 3.338 -4.728 -1.908
C 2.548 -4.357 -0.636
C 2.726 -5.472 0.396
C 2.247 -6.841 -0.063
C 2.796 -7.869 0.948
C 0.705 -6.860 0.026
N 2.812 -7.105 -1.377
O 2.283 -8.331 -1.868
H 1.682 -5.462 -4.130
H 0.943 -6.838 -3.296
H 0.783 -5.279 -2.616
H 3.975 -5.839 -4.268
H 4.893 -6.599 -2.996
H 3.691 -7.546 -3.879
H 4.381 -4.827 -1.606
H 3.092 -3.972 -2.652
H 2.966 -3.454 -0.189
H 1.519 -4.177 -0.955
H 2.197 -5.108 1.280
H 3.800 -5.502 0.608
H 2.685 -8.876 0.551
H 2.330 -7.761 1.925
H 3.865 -7.663 1.039
H 0.241 -6.191 -0.697
H 0.350 -6.572 1.018
H 0.357 -7.889 -0.092
H 3.056 -8.904 -1.888
C -5.181 0.332 -2.275
C -4.363 0.887 -3.436
C -3.503 2.061 -2.964
C -3.302 -0.132 -3.884
C -3.860 -1.214 -4.807
C -4.514 -0.549 -6.002
C -5.674 0.391 -5.603
C -6.017 1.157 -6.894
C -6.911 -0.428 -5.229
N -5.162 1.278 -4.585
O -6.059 2.325 -4.288
H -5.713 1.122 -1.737
H -5.928 -0.411 -2.551
H -4.537 -0.131 -1.520
H -4.047 2.998 -2.790
H -2.967 1.819 -2.047
H -2.762 2.358 -3.709
H -2.426 0.265 -4.408
H -2.867 -0.636 -3.014
H -3.111 -1.986 -4.983
H -4.647 -1.709 -4.217
H -4.784 -1.277 -6.767
H -3.777 0.120 -6.466
H -7.052 1.507 -6.939
H -5.994 0.442 -7.722
H -5.351 1.982 -7.142
H -7.314 -1.027 -6.047
H -7.719 0.248 -4.931
H -6.739 -1.094 -4.382
H -5.608 3.122 -4.586
C -6.033 5.152 -0.690
C -4.998 6.291 -0.704
C -4.258 6.233 -2.049
C -5.774 7.589 -0.591
C -4.990 8.798 -0.037
C -4.272 8.439 1.273
C -3.421 7.154 1.163
C -2.089 7.529 0.503
C -3.203 6.696 2.609
N -4.151 6.114 0.457
O -3.516 4.849 0.490
H -5.623 4.148 -0.740
H -6.655 5.260 0.207
H -6.790 5.305 -1.467
H -3.699 5.295 -2.128
H -4.919 6.329 -2.907
H -3.464 6.985 -2.089
H -6.152 8.000 -1.531
H -6.633 7.452 0.072
H -4.223 9.140 -0.741
H -5.711 9.612 0.038
H -4.989 8.492 2.093
H -3.538 9.238 1.396
H -1.597 8.359 1.020
H -2.235 7.838 -0.531
H -1.354 6.723 0.564
H -2.467 5.918 2.824
H -4.174 6.399 3.015
H -2.876 7.546 3.216
H -3.671 4.609 1.411
C 3.141 -0.252 -0.001
C 1.769 0.169 -0.502
C 1.829 0.291 -2.037
C 0.752 -0.917 -0.121
C -0.683 -0.544 -0.432
C -1.038 0.782 0.236
C -0.031 1.916 0.028
C -0.270 2.687 -1.278
C -0.241 2.913 1.179
N 1.342 1.392 0.176
O 2.323 2.424 0.157
H 3.104 -0.554 1.048
H 3.606 -1.020 -0.619
H 3.826 0.599 -0.060
H 2.370 -0.529 -2.519
H 0.866 0.404 -2.530
H 2.412 1.169 -2.343
H 1.040 -1.830 -0.652
H 0.929 -1.119 0.939
H -0.876 -0.487 -1.505
H -1.291 -1.362 -0.029
H -1.244 0.601 1.296
H -2.022 1.033 -0.176
H -0.400 2.071 -2.167
H 0.507 3.448 -1.328
H -1.249 3.177 -1.215
H 0.339 3.824 1.017
H 0.104 2.465 2.112
H -1.296 3.188 1.180
H 2.405 2.500 1.114
C -0.172 -4.192 6.666
C -0.638 -3.270 5.545
C -0.366 -1.805 5.934
C 0.211 -3.565 4.302
C -0.222 -2.857 3.012
C -1.635 -3.343 2.737
C -2.622 -3.245 3.911
C -3.242 -1.837 3.978
C -3.711 -4.290 3.649
N -2.021 -3.620 5.216
O -2.891 -3.198 6.266
H 0.894 -4.112 6.878
H -0.677 -3.950 7.608
H -0.462 -5.221 6.450
H -0.333 -1.095 5.113
H -1.030 -1.455 6.728
H 0.621 -1.796 6.410
H 1.254 -3.316 4.525
H 0.233 -4.644 4.101
H -0.177 -1.792 3.248
H 0.425 -3.123 2.178
H -1.573 -4.395 2.437
H -2.095 -2.852 1.874
H -2.548 -1.145 4.458
H -4.146 -1.850 4.585
H -3.475 -1.447 2.987
H -4.317 -4.461 4.541
H -3.376 -5.276 3.328
H -4.378 -3.915 2.864
H -3.088 -4.037 6.695
C 9.141 2.713 -2.239
C 8.281 3.765 -2.951
C 9.103 4.496 -4.001
C 7.110 3.092 -3.702
C 6.034 2.526 -2.797
C 5.472 3.702 -2.000
C 6.537 4.427 -1.161
C 5.919 5.719 -0.616
C 6.907 3.534 0.045
N 7.681 4.714 -1.999
O 8.696 5.441 -1.317
H 9.557 2.035 -2.990
H 9.936 3.248 -1.715
H 8.671 2.082 -1.489
H 9.429 3.874 -4.831
H 8.580 5.387 -4.350
H 10.017 4.870 -3.523
H 6.753 3.817 -4.440
H 7.490 2.280 -4.336
H 5.206 2.083 -3.356
H 6.458 1.733 -2.178
H 4.640 3.368 -1.378
H 5.147 4.454 -2.727
H 5.866 6.526 -1.349
H 6.566 6.076 0.188
H 4.920 5.526 -0.228
H 6.233 3.666 0.896
H 7.890 3.876 0.387
H 6.993 2.467 -0.149
H 8.765 6.242 -1.846
C 5.750 4.786 5.759
C 5.607 3.253 5.873
C 6.987 2.676 6.151
C 4.672 2.911 7.042
C 3.225 3.323 6.790
C 2.720 2.541 5.577
C 3.620 2.668 4.329
C 3.277 1.524 3.381
C 3.293 4.006 3.638
N 5.011 2.555 4.752
O 5.861 2.474 3.623
H 4.813 5.304 5.958
H 6.544 5.144 6.409
H 5.993 5.048 4.724
H 7.386 2.869 7.146
H 6.943 1.578 6.132
H 7.680 2.956 5.359
H 4.666 1.823 7.190
H 5.052 3.261 8.007
H 2.628 3.082 7.671
H 3.144 4.401 6.648
H 1.702 2.850 5.326
H 2.651 1.482 5.849
H 3.492 0.547 3.813
H 3.885 1.599 2.473
H 2.249 1.607 3.021
H 2.390 3.946 3.023
H 4.066 4.171 2.873
H 3.270 4.877 4.287
H 6.070 1.539 3.537

Record 5
DFT (ωB97M-V/def2-TZVPD) results for a molecular structure, C32H42FN5O6RuSSe2Te at a distorted geometry.

Calculated values
Orbital gap (alpha / beta) in eV: 4.737 / 4.590
2S+1: 2
LUMO level (alpha / beta) in eV: -3.28 / -3.28
ΔE to the lowest compared entry with this formula, charge and spin in kcal/mol: 17.45
Energy in eV: -207714.382
<S²>: 0.8100
Maximum force in eV/A: 2.6
Net charge: +1

Atoms and positions in Å:
Ru 3.203 0.294 -0.402
C 3.262 -0.362 3.885
Se 2.797 0.665 2.277
C 4.441 1.797 2.350
C 5.720 1.105 1.913
Se 5.750 0.528 -0.010
C 6.078 -1.369 0.302
H 3.264 0.320 4.731
H 4.232 -0.840 3.783
H 2.479 -1.106 3.997
H 4.542 2.138 3.383
H 4.240 2.659 1.706
H 5.921 0.203 2.495
H 6.562 1.794 2.029
H 7.021 -1.513 0.825
H 6.122 -1.839 -0.678
H 5.248 -1.788 0.869
C -3.250 1.901 -4.721
C -3.015 0.468 -4.248
N -2.082 0.424 -3.136
C -0.760 0.328 -3.426
C 0.240 0.394 -2.511
C 1.678 0.316 -3.046
O 1.863 -0.347 -4.050
O 2.541 1.018 -2.426
C -0.062 0.509 -1.115
O 0.781 0.667 -0.206
C -1.486 0.488 -0.806
C -1.889 0.520 0.529
C -3.215 0.611 0.863
F -3.535 0.604 2.181
C -4.212 0.730 -0.116
C -3.803 0.705 -1.444
C -2.467 0.539 -1.823
N -5.582 0.934 0.164
C -5.996 1.094 1.551
C -7.491 1.443 1.581
N -7.828 2.084 0.284
C -7.797 1.063 -0.800
C -6.566 0.162 -0.572
H -3.916 1.903 -5.579
H -2.306 2.350 -5.018
H -3.683 2.511 -3.931
H -2.590 -0.119 -5.065
H -3.955 -0.010 -3.963
H -0.497 0.204 -4.468
H -1.139 0.449 1.302
H -4.551 0.824 -2.208
H -5.410 1.902 1.993
H -5.831 0.190 2.153
H -7.712 2.116 2.410
H -8.109 0.550 1.689
H -7.099 2.785 0.086
H -8.739 2.553 0.315
H -7.745 1.574 -1.763
H -8.717 0.475 -0.772
H -6.165 -0.164 -1.528
H -6.849 -0.744 -0.017
Te 2.103 3.001 -0.681
C 2.489 5.052 -0.329
C 3.129 5.699 0.698
C 3.137 7.098 0.568
C 2.521 7.522 -0.572
S 1.901 6.211 -1.487
H 3.558 5.169 1.531
H 3.576 7.764 1.291
H 2.403 8.525 -0.932
C 4.290 -4.242 2.311
C 2.834 -4.693 2.265
C 2.060 -4.104 1.068
C 0.584 -4.548 1.136
C -0.204 -4.029 -0.060
C 2.644 -4.687 -0.207
O 2.752 -5.873 -0.397
N 3.034 -3.777 -1.161
C 3.157 -2.416 -0.956
O 3.763 -1.713 -1.765
N 2.643 -1.880 0.154
C 2.075 -2.573 1.152
O 1.603 -1.997 2.120
H 4.806 -4.744 3.125
H 4.358 -3.168 2.479
H 4.810 -4.486 1.386
H 2.327 -4.394 3.184
H 2.798 -5.781 2.181
H 0.159 -4.159 2.063
H 0.547 -5.638 1.160
H -0.135 -2.944 -0.120
H -1.251 -4.304 0.024
H 0.181 -4.447 -0.988
H 3.412 -4.130 -2.033

Record 6
DFT (ωB97M-V/def2-TZVPD) results for 2 unconnected molecules or ions with the total composition C30H46BBr2ClF2N4O11P at a distorted geometry.

Calculated values
Orbital gap in eV: 1.138
2S+1: 1
LUMO level in eV: -0.86
Energy in eV: -228341.155
Maximum force in eV/A: 4.0
Net charge: -1

Atoms and positions in Å:
C -3.131 0.855 -4.741
C -1.994 0.793 -3.676
C -0.764 0.215 -4.432
N 0.481 0.056 -3.696
C 0.787 -1.127 -3.122
N 0.959 -2.288 -3.768
Cl 0.863 -2.307 -5.478
C 1.273 -3.557 -3.133
C 2.100 -4.523 -4.033
O 2.475 -5.607 -3.181
N 1.007 -1.167 -1.715
C -0.346 -1.162 -1.109
C -0.715 -2.436 -0.267
C -1.517 -2.014 1.003
Br -2.004 -3.509 -1.339
C 1.979 -0.184 -1.243
C 3.375 -0.788 -1.615
O 3.515 -1.637 -2.407
N 4.598 -0.396 -0.882
C 5.738 -0.556 -1.670
O 6.687 -1.061 -1.259
F 5.746 -0.054 -2.899
C 2.023 -0.227 0.317
F 2.863 0.724 0.867
C 2.471 -1.602 0.893
C 1.617 -2.038 2.139
C 1.759 1.286 -1.830
C 0.574 1.983 -1.085
C 0.597 3.481 -0.721
C 1.331 3.880 0.578
C 0.973 3.023 1.799
C -0.442 3.306 2.380
C -0.812 2.047 3.188
O -1.474 2.363 4.393
C -2.013 1.124 4.899
P 3.312 2.328 -1.731
O 3.234 3.650 -2.388
C 1.357 1.193 -3.379
Br 0.641 2.914 -4.082
B 2.656 1.010 -4.359
O 3.345 2.087 -4.891
O 3.095 -0.234 -4.771
H -2.793 1.546 -5.524
H -4.027 1.281 -4.289
H -3.290 -0.113 -5.222
H -2.359 0.120 -2.896
H -1.847 1.823 -3.351
H -0.702 0.741 -5.388
H -1.123 -0.781 -4.718
H 0.363 -4.120 -2.883
H 1.845 -3.459 -2.212
H 1.414 -4.932 -4.779
H 2.982 -4.046 -4.453
H 1.716 -6.202 -3.141
H -1.084 -1.163 -1.911
H -0.603 -0.307 -0.480
H 0.166 -3.022 -0.026
H -2.589 -2.126 0.865
H -1.222 -1.032 1.378
H -1.247 -2.741 1.778
H 4.772 -1.024 -0.104
H 1.056 -0.040 0.791
H 3.484 -1.520 1.289
H 2.367 -2.410 0.165
H 2.282 -2.174 2.996
H 0.886 -1.287 2.441
H 1.182 -3.020 1.954
H -0.330 1.831 -1.685
H 0.298 1.502 -0.142
H 0.894 4.176 -1.506
H -0.457 3.731 -0.528
H 2.410 4.021 0.470
H 0.971 4.894 0.808
H 1.030 1.946 1.627
H 1.672 3.298 2.596
H -1.172 3.510 1.594
H -0.363 4.124 3.100
H -1.489 1.390 2.613
H 0.109 1.491 3.438
H -2.042 1.107 5.988
H -3.008 0.990 4.466
H -1.412 0.259 4.580
H 4.408 1.635 -2.309
H 3.699 2.523 -0.384
H 3.593 1.807 -5.785
H 4.057 -0.187 -4.873
C -6.381 0.566 6.145
C -7.118 0.755 7.323
C -6.738 -0.200 8.468
O -7.234 -0.123 9.590
C -5.758 -1.232 8.194
C -5.036 -1.425 7.014
C -5.343 -0.404 5.908
O -4.735 -0.394 4.834
O -4.197 -2.312 6.787
O -8.006 1.591 7.515
H -6.580 1.207 5.293
H -5.592 -1.908 9.027

Which formula does entry 1 have? C3H8N2O